# 1
{
  "formula": "C9H15N2",
  "method": "ωB97M-V with the def2-TZVPD basis set",
  "symbols": ["C", "C", "C", "C", "C", "C", "N", "C", "N", "C", "C", "H", "H", "H", "H", "H", "H", "H", "H", "H", "H", "H", "H", "H", "H", "H"],
  "coordinates": [[1.3739, -0.9900, -2.2689], [0.9975, -0.8036, -1.0357], [1.0093, -1.6853, 0.2295], [0.0222, -2.9553, 0.0430], [-1.1496, -1.9931, 0.3584], [-0.2268, -0.8517, 0.6493], [-0.0800, 0.0640, -0.4990], [-1.1715, 0.7030, -1.2159], [-0.1241, 1.4944, -0.5890], [-0.4932, 2.2382, 0.6208], [0.6079, 3.1547, 1.0556], [1.1277, -0.2752, -3.0291], [2.2157, -1.6305, -2.2466], [1.8845, -1.7224, 0.9196], [0.2334, -3.6638, 0.7424], [-0.1480, -3.3726, -0.9399], [-1.6553, -1.8515, -0.5996], [-1.8628, -2.2671, 1.1847], [-0.3812, -0.3021, 1.7214], [-2.0851, 0.8024, -0.7617], [-1.1562, 0.4130, -2.2660], [-0.9683, 1.6357, 1.4386], [-1.3956, 2.9051, 0.3384], [0.6828, 3.1969, 2.2449], [1.6247, 2.6110, 0.7650], [0.4933, 4.1428, 0.6038]],
  "atomic_forces_ev_per_a": [[0.48, 1.45, 0.75], [-0.58, -0.65, 1.08], [-0.47, 0.18, -0.31], [0.04, 2.96, -1.00], [-1.31, -1.09, 0.24], [-0.27, 1.55, 4.13], [-0.52, -0.90, 0.52], [2.63, -0.04, -0.97], [0.01, 0.45, -1.19], [-2.98, 1.08, 0.20], [2.85, -1.55, 2.33], [0.02, -0.16, -0.61], [0.57, -0.96, -1.12], [-0.53, -0.14, -0.96], [0.39, -2.06, 1.90], [0.81, -0.21, -0.18], [-0.61, 0.16, 0.41], [0.68, 0.27, -1.01], [0.66, -1.29, -2.74], [-2.21, -0.44, 1.22], [0.07, 0.85, -0.03], [0.82, 0.02, -0.69], [1.31, -1.10, 0.00], [-0.40, 0.28, -2.62], [-1.92, 1.59, 0.42], [0.45, -0.24, 0.22]],
  "e_lumo_ev": -3.2,
  "smiles": "C=C1[C@@H]2CC[C@@H]2[N@+]12CN2CC",
  "homo_lumo_gap_ev": 11.03,
  "total_charge": 1
}


# 2
{
  "formula": "C9H15N2O3P",
  "method": "ωB97M-V with the def2-TZVPD basis set",
  "symbols": ["C", "C", "C", "C", "C", "C", "O", "N", "N", "C", "P", "C", "C", "O", "O", "H", "H", "H", "H", "H", "H", "H", "H", "H", "H", "H", "H", "H", "H", "H"],
  "coordinates": [[-3.3952, 0.8928, 0.8069], [-2.9593, -0.3123, -0.0655], [-1.4534, -0.3930, -0.3861], [-1.1770, -1.7638, -1.0565], [0.2488, -1.8283, -1.6212], [1.2724, -1.7364, -0.5103], [1.2067, -2.5281, 0.5561], [2.1497, -2.0761, 1.4555], [2.6413, -1.0052, 1.0251], [2.1561, -0.6858, -0.1721], [2.6588, 0.8520, -1.0324], [3.1977, 1.6674, 0.5520], [1.8383, 2.2418, 1.0309], [0.8816, 2.4367, 0.0068], [1.2649, 1.6919, -1.1721], [-3.0811, 1.7798, 0.4944], [-4.4043, 1.0282, 0.7309], [-3.0189, 0.8488, 1.7991], [-3.3842, -1.0638, 0.5660], [-3.4363, -0.2120, -0.9372], [-0.8208, -0.1457, 0.6097], [-1.0672, 0.4366, -0.9949], [-1.2542, -2.5614, -0.4236], [-1.9006, -1.9695, -1.9598], [0.5359, -1.0364, -2.1816], [0.5191, -2.6694, -2.1324], [3.8384, 2.5802, 0.3445], [3.5656, 0.9944, 1.1852], [1.5775, 1.4214, 1.8519], [1.7998, 3.1152, 1.6310]],
  "atomic_forces_ev_per_a": [[1.48, -2.81, -0.11], [2.04, 2.05, 3.60], [0.63, -0.15, 2.30], [0.18, 2.16, -3.34], [0.32, -0.19, 3.85], [-0.21, 2.28, 0.71], [0.39, -0.20, -1.12], [0.15, -0.04, 1.29], [0.63, -0.78, 1.40], [-1.64, -1.16, -1.89], [0.61, -0.42, 0.27], [-1.82, 5.56, -3.83], [-0.22, -3.64, 2.27], [0.11, -0.10, 0.56], [-0.11, 0.15, -0.40], [2.00, 3.86, -1.89], [-3.00, -0.24, 0.47], [-0.07, -0.50, 1.11], [0.32, -1.56, -0.36], [-2.16, -0.11, -3.42], [-1.24, -1.26, -1.91], [-0.66, -0.21, -0.32], [-0.65, -1.99, 1.94], [1.11, 0.63, 1.75], [0.21, 2.66, -2.23], [0.02, -2.58, -1.63], [-0.16, -1.48, 0.08], [1.73, -2.38, 2.59], [-0.59, 1.19, -1.79], [0.59, 1.27, 0.04]],
  "e_lumo_ev": 0.6,
  "smiles": "CCCCCc1onnc1P1CCOO1",
  "homo_lumo_gap_ev": 10.05
}


# 3
{
  "formula": "C9H15N2O4",
  "method": "ωB97M-V with the def2-TZVPD basis set",
  "symbols": ["C", "C", "C", "C", "C", "C", "C", "C", "C", "N", "N", "O", "O", "O", "O", "H", "H", "H", "H", "H", "H", "H", "H", "H", "H", "H", "H", "H", "H", "H"],
  "coordinates": [[2.6563, 0.6432, 0.2896], [2.5357, -1.6275, -0.5846], [1.0934, -1.2196, -0.5556], [-0.1340, 0.4930, 0.7966], [-0.4749, -1.0070, 1.1636], [0.8720, 0.3231, -0.3183], [-2.2678, 0.0394, 0.0621], [-3.5585, 0.4342, 0.7212], [-2.4682, 0.1354, -1.4921], [3.3300, -0.4308, -0.0511], [3.1005, 1.7878, 0.7762], [0.5346, -1.8266, 0.6310], [-1.3463, 1.0744, 0.4282], [-1.7151, -1.1929, 0.6086], [0.7650, 1.0982, -1.3782], [2.5111, -2.5712, -0.0168], [2.8068, -1.7842, -1.6550], [0.4150, -1.6889, -1.4464], [0.3443, 1.1478, 1.7147], [-0.6186, -1.3362, 2.1455], [-3.3871, 0.7720, 1.7818], [-4.0933, -0.4436, 0.9130], [-3.9014, 1.3263, 0.1960], [-2.8235, 1.0672, -1.7483], [-3.2556, -0.6550, -1.7068], [-1.6146, 0.1135, -2.0041], [4.2520, -0.5945, 0.3521], [2.5744, 2.5531, 0.4168], [4.0031, 1.8264, 1.1859], [-0.1353, 1.5433, -1.2255]],
  "atomic_forces_ev_per_a": [[-2.81, -1.47, -1.81], [-0.17, 0.79, -1.39], [-3.06, -0.63, -0.58], [0.82, 0.58, 3.56], [0.53, 0.69, -0.83], [4.42, -1.49, 1.10], [-0.11, 0.72, -0.72], [1.64, 1.15, 1.96], [-3.13, -3.23, 3.61], [-0.63, -1.11, 1.42], [-0.97, -1.91, -0.46], [0.25, 0.95, -0.16], [1.64, 0.09, -0.26], [-1.70, 1.03, -2.01], [-2.63, 1.79, -0.77], [1.05, 0.58, 0.05], [0.35, 0.00, 0.99], [1.94, 1.58, 1.59], [-1.24, -1.73, -2.24], [0.57, 0.08, 1.90], [0.36, -0.15, -0.94], [-1.87, -1.00, -0.70], [-0.93, -0.66, -0.01], [-1.42, 2.14, -0.04], [1.25, 0.92, -0.42], [3.59, -1.26, -2.17], [0.01, -0.04, -0.52], [-0.03, 1.08, 0.50], [0.84, 0.74, 0.08], [1.41, -0.24, -0.72]],
  "e_lumo_ev": -3.1,
  "homo_lumo_gap_ev": 10.38,
  "total_charge": 1
}


# 4
{
  "formula": "C9H15N2S",
  "method": "ωB97M-V with the def2-TZVPD basis set",
  "symbols": ["C", "C", "C", "C", "C", "C", "C", "C", "C", "N", "N", "S", "H", "H", "H", "H", "H", "H", "H", "H", "H", "H", "H", "H", "H", "H", "H"],
  "coordinates": [[0.0571, 1.0232, 0.3689], [1.1277, 0.1601, 1.0486], [-2.1580, -0.4515, 0.2574], [-0.0537, -0.0273, -0.6460], [0.9197, -0.8458, 0.1879], [-0.1375, 2.4634, -0.0018], [2.0867, 0.6471, 2.0458], [0.4348, 0.3273, -2.0417], [1.3477, -2.2683, -0.0015], [-1.4098, -0.6728, -0.8096], [-3.2522, -1.2185, 0.3451], [-1.6095, 0.5958, 1.4321], [-1.2475, 2.5371, -0.3475], [0.4308, 2.7543, -0.8029], [0.0021, 3.2831, 0.7447], [2.3275, -0.1491, 2.7784], [1.6487, 1.5557, 2.5436], [3.0099, 0.9807, 1.5592], [-0.3711, 0.6147, -2.7076], [0.8016, -0.5739, -2.4288], [1.2001, 1.0174, -2.0664], [1.1058, -2.5974, -1.0688], [0.5664, -2.9247, 0.5934], [2.4007, -2.4388, 0.2383], [-1.8137, -1.0271, -1.6343], [-3.3738, -1.8575, -0.4942], [-4.0405, -0.9072, 0.9077]],
  "atomic_forces_ev_per_a": [[1.28, 0.35, 2.46], [-0.46, 8.67, 3.05], [-0.76, -1.56, -0.16], [-0.35, -2.34, -2.79], [-0.96, -6.83, -5.05], [-3.03, 0.62, 1.53], [-0.48, 0.01, 0.64], [-1.59, -1.09, 0.35], [-2.48, -0.21, -0.39], [2.10, 1.89, 1.69], [-0.49, -0.40, -1.27], [-0.91, 0.06, 1.54], [1.84, 0.09, 0.52], [1.64, 0.48, -2.11], [-0.10, -1.13, -0.06], [0.08, 0.54, -0.22], [0.49, -0.96, -0.28], [0.19, -0.13, 0.05], [-0.19, 0.46, 0.11], [0.75, -1.36, -0.92], [1.59, 1.57, 0.08], [0.64, 0.54, 1.22], [1.84, 0.75, -0.57], [-0.37, -0.32, 0.21], [-0.04, -0.35, -1.21], [-0.43, 1.06, 1.90], [0.22, -0.42, -0.29]],
  "spin_multiplicity": 3,
  "e_lumo_ev": [-2.8, -6.2],
  "homo_lumo_gap_ev": [6.06, 7.17],
  "total_charge": 1
}


# 5
{
  "formula": "C9H15N2Se5Tc",
  "method": "ωB97M-V with the def2-TZVPD basis set",
  "symbols": ["Tc", "Se", "Se", "Se", "Se", "N", "N", "H", "H", "H", "H", "C", "C", "C", "C", "C", "C", "Se", "C", "C", "C", "H", "H", "H", "H", "H", "H", "H", "H", "H", "H", "H"],
  "coordinates": [[0.6888, 0.1281, 0.4117], [0.2898, -1.4526, 2.2539], [2.2488, -2.6626, 2.6771], [3.8738, -2.0065, 1.1114], [2.9636, -0.3838, -0.2853], [0.7134, -2.2045, -1.7421], [-0.2366, -1.3333, -1.1124], [0.3479, -2.6257, -2.5979], [0.9537, -2.9577, -1.1021], [-1.0553, -1.8369, -0.7437], [-0.5854, -0.7070, -1.8445], [2.0319, 6.4178, 5.3756], [1.6453, 5.2992, 4.4668], [2.5576, 4.7254, 3.5848], [2.1844, 3.7414, 2.6847], [3.1953, 3.1401, 1.7622], [0.8443, 3.3260, 2.6702], [0.2499, 2.2055, 1.2352], [-0.0780, 3.8248, 3.5988], [-1.4867, 3.3351, 3.6965], [0.3462, 4.8041, 4.4816], [3.0736, 6.6939, 5.2484], [1.8693, 6.1479, 6.4175], [1.4131, 7.2909, 5.1739], [3.5841, 5.0619, 3.5875], [4.1624, 3.6098, 1.9103], [2.9021, 3.2709, 0.7196], [3.2925, 2.0678, 1.9491], [-1.6659, 2.4864, 3.0383], [-2.1790, 4.1346, 3.4395], [-1.6991, 3.0246, 4.7177], [-0.3674, 5.1957, 5.1925]],
  "atomic_forces_ev_per_a": [[1.38, -1.87, 0.80], [0.78, 0.94, -1.17], [0.07, 0.32, -0.47], [-0.57, 0.12, 0.02], [-1.69, 0.36, 1.17], [0.23, -0.43, -0.32], [-0.39, 0.37, 0.02], [-0.23, 0.11, 0.35], [-0.04, 0.25, 0.02], [0.33, 0.17, -0.20], [0.09, -0.24, 0.16], [0.01, 0.08, 0.12], [-0.10, -0.27, -0.17], [-0.20, 0.06, 0.10], [-0.19, -0.17, -0.17], [0.06, 0.01, -0.06], [0.20, 0.11, 0.47], [0.00, 0.16, -0.37], [0.08, -0.25, -0.19], [-0.12, -0.05, -0.11], [0.25, 0.04, -0.11], [0.09, 0.05, 0.01], [0.02, -0.03, 0.09], [0.01, 0.09, -0.01], [0.11, 0.05, 0.00], [0.11, -0.01, -0.03], [0.06, -0.02, -0.05], [0.05, 0.00, -0.04], [-0.13, 0.03, 0.06], [-0.13, -0.01, -0.04], [-0.05, -0.02, 0.04], [-0.08, 0.07, 0.09]],
  "spin_multiplicity": 2,
  "e_lumo_ev": [-5.8, -5.6],
  "homo_lumo_gap_ev": [5.16, 5.36],
  "total_charge": 1
}


# 6
{
  "formula": "C9H15N3",
  "method": "ωB97M-V with the def2-TZVPD basis set",
  "symbols": ["C", "C", "C", "C", "C", "C", "C", "C", "C", "N", "N", "N", "H", "H", "H", "H", "H", "H", "H", "H", "H", "H", "H", "H", "H", "H", "H"],
  "coordinates": [[2.3119, -0.9688, -0.6346], [-2.1832, 0.6082, -0.4624], [-0.9830, 0.7872, -1.4105], [0.6832, -1.0456, 1.2975], [-2.2409, -0.9628, -0.2687], [-0.2169, -2.0910, 0.5944], [-0.1244, -0.5175, -1.1599], [1.2662, -0.2916, 0.1193], [2.8341, 1.6391, 0.5185], [3.0249, -1.5622, -1.3127], [-0.9051, -1.4720, -0.4368], [1.5044, 1.0270, 0.4118], [-1.9538, 1.0403, 0.5116], [-2.9892, 1.0935, -0.9987], [-1.3487, 0.8699, -2.4470], [-0.4008, 1.7587, -1.2879], [0.0771, -0.3140, 1.8737], [1.3554, -1.6632, 1.9222], [-2.5369, -1.1006, 0.7390], [-2.9306, -1.4507, -1.0199], [0.5842, -2.7654, 0.0494], [-0.7457, -2.7329, 1.3054], [0.3720, -0.9292, -2.0910], [2.8654, 2.5275, 1.2322], [3.5245, 0.8632, 0.8940], [3.4086, 2.1165, -0.3425], [0.7735, 1.6588, 0.8312]],
  "atomic_forces_ev_per_a": [[-0.01, 0.17, 0.40], [1.29, -0.90, -0.69], [1.21, -0.22, 0.11], [-0.92, -1.26, -0.32], [-0.94, 1.09, -1.22], [3.38, -1.77, 0.20], [1.79, 0.72, 0.52], [-1.86, -0.78, -1.40], [1.36, 0.69, 0.58], [0.19, -0.03, 0.02], [-1.78, 1.25, -1.99], [0.71, 4.84, 0.29], [-0.33, 0.28, -0.04], [-0.73, -0.17, 0.69], [0.24, -0.50, 0.21], [-0.46, -1.35, 0.25], [0.46, -0.52, -0.06], [0.08, 0.95, -0.11], [-0.82, -0.71, 0.89], [0.41, 0.54, 0.97], [-1.42, 0.63, 1.23], [-0.44, 0.25, -0.49], [-0.40, 0.51, 1.10], [-0.50, -1.42, -0.42], [-0.07, 0.44, 0.09], [-1.40, -0.95, 0.04], [0.95, -1.78, -0.88]],
  "e_lumo_ev": 0.8,
  "homo_lumo_gap_ev": 8.49
}